Formula: C4H11BrN2
Source: OMol25
Level of theory: wB97M-V/def2-TZVPD

Computed properties:
M: 167.05 g/mol
Total charge: +2
LUMO level (alpha / beta): -0.3334 / -0.3285 Eh
ΔE to the lowest compared entry with this formula, charge and spin: 3.395 eV
Gap between HOMO and LUMO (alpha / beta): 7.75 / 8.49 eV
Spin multiplicity: 1

```
18
Properties=species:S:1:pos:R:3:mulliken_charge:R:1
C -0.90124 0.68558 0.25924 -0.89
C -1.93536 -0.05369 0.16723 0.89
C -3.34757 0.42564 0.11305 -1.17
C 3.17921 -0.18300 -0.32954 -0.52
N -1.74921 -1.46567 -0.40547 -0.36
N 4.04029 0.72927 0.40097 -0.19
Br 1.36086 -0.30548 0.12417 0.14
H -0.72139 1.69365 0.67467 0.36
H -3.77802 0.24241 -0.95011 0.34
H -3.33163 1.44929 0.36666 0.36
H -3.96786 -0.08716 0.86511 0.37
H 3.29885 -0.26058 -1.36510 0.45
H -2.46637 -2.08871 -0.06291 0.39
H -0.71662 -1.81885 -0.10570 0.31
H -1.60373 -1.38522 -1.45486 0.42
H 3.69545 0.50126 1.36941 0.41
H 4.85604 0.23478 0.22780 0.35
H 4.08831 1.68646 0.10538 0.33
```

=====

Formula: C5H11P
Source: OMol25
Level of theory: wB97M-V/def2-TZVPD

Computed properties:
M: 102.12 g/mol
LUMO level: 0.0365 Eh
ΔE to the lowest compared entry with this formula, charge and spin: 2.540 eV
Gap between HOMO and LUMO: 10.02 eV
Spin multiplicity: 1
SMILES string: C=CC.C=CP

```
17
Properties=species:S:1:pos:R:3:mulliken_charge:R:1
C -1.70430 1.16478 -0.88214 -0.19
C 1.29720 -1.78648 -0.28473 -1.04
C -0.34603 -2.25644 1.60384 -0.72
C -1.53955 0.79679 0.41117 -0.66
C 0.41893 -1.43119 0.87937 0.16
P -0.59030 2.22902 -1.91755 -0.08
H -2.57985 0.80049 -1.56260 0.28
H 1.05070 -2.75257 -0.69913 0.34
H 2.43598 -1.82885 -0.02338 0.23
H 1.29576 -0.91139 -0.83975 0.26
H -0.58378 -3.27097 1.32948 0.26
H -0.82142 -1.82294 2.47216 0.26
H -1.22010 3.37755 -1.48746 0.05
H -0.60473 1.23552 0.84251 0.29
H -2.50110 0.45144 0.83341 0.27
H 0.59382 -0.39132 1.12405 0.28
H 0.41291 2.31648 -0.80320 0.01
```

=====

Formula: C22H25N3O2
Source: OMol25
Level of theory: wB97M-V/def2-TZVPD

Computed properties:
M: 363.46 g/mol
LUMO level: 0.0308 Eh
ΔE to the lowest compared entry with this formula, charge and spin: 1.494 eV
Gap between HOMO and LUMO: 9.60 eV
Spin multiplicity: 1
SMILES string: Cc1cccc(Cc2nnc(CCC(=O)N(C)CCc3ccccc3)o2)c1

```
52
Properties=species:S:1:pos:R:3:mulliken_charge:R:1
C 4.61553 -2.72808 0.55198 -1.48
C 3.30095 -2.32799 1.15062 0.77
C 3.20778 -1.25871 2.03023 -0.65
C 1.98308 -0.88928 2.55873 -0.71
C 0.83663 -1.58353 2.21912 -0.38
C 0.91386 -2.65833 1.34117 0.74
C 2.14256 -3.01674 0.81151 -0.64
H 2.20477 -3.84662 0.12168 0.33
C -0.34168 -3.40795 0.94934 -1.28
C -1.29497 -2.43336 0.37055 0.81
N -1.28027 -1.92541 -0.81682 -0.49
N -2.25480 -0.98785 -0.85619 -0.29
C -2.81379 -0.97385 0.30945 0.52
O -2.26178 -1.88127 1.13571 -0.30
C -3.84040 -0.01615 0.78967 -0.81
H -3.93799 -0.13751 1.86843 0.28
H -4.80100 -0.20747 0.30891 0.37
C -3.33972 1.39079 0.44209 -0.72
C -1.92870 1.54913 1.00150 0.64
O -1.53987 0.87389 1.93934 -0.66
N -1.13427 2.46378 0.40513 0.25
C -1.55836 3.28409 -0.70414 -1.17
H -2.50871 3.77000 -0.47796 0.44
H -1.65949 2.70473 -1.62578 0.34
H -0.81028 4.05549 -0.87511 0.35
C 0.26541 2.48298 0.78698 -1.37
H 0.65794 3.48968 0.62907 0.48
H 0.31509 2.23870 1.85106 0.47
C 1.09329 1.45065 0.00351 0.65
C 1.09435 1.73534 -1.47076 -0.05
C 1.82410 2.80506 -1.97692 -0.34
C 1.79824 3.10134 -3.32769 -0.67
C 1.04185 2.32773 -4.19209 -0.45
C 0.31899 1.25545 -3.69799 -0.67
C 0.34373 0.95983 -2.34552 -0.10
H -0.22497 0.12210 -1.97039 0.45
H -0.26864 0.64379 -4.36649 0.43
H 1.02114 2.55836 -5.24732 0.39
H 2.37081 3.93555 -3.70759 0.39
H 2.42212 3.40761 -1.30645 0.41
H 0.67910 0.45944 0.19203 -0.62
H 2.11370 1.46983 0.39222 0.52
H -3.32413 1.49625 -0.64105 0.38
H -3.99707 2.14898 0.87200 0.38
H -0.10912 -4.17258 0.20869 0.41
H -0.79958 -3.86801 1.82747 0.34
H -0.11543 -1.27460 2.62413 0.44
H 1.91755 -0.05254 3.23818 0.42
H 4.09912 -0.71090 2.30188 0.39
H 5.44455 -2.30262 1.11209 0.38
H 4.71894 -3.81126 0.53754 0.37
H 4.67905 -2.37258 -0.47673 0.29
```

=====

Formula: C38H61I2N7O6SSiTi
Source: OMol25
Level of theory: wB97M-V/def2-TZVPD

Computed properties:
M: 1073.78 g/mol
LUMO level (alpha / beta): 0.0071 / 0.0055 Eh
ΔE to the lowest compared entry with this formula, charge and spin: 0.554 eV
Gap between HOMO and LUMO (alpha / beta): 5.91 / 7.83 eV
Spin multiplicity: 3
Expectation value of S²: 2.0112

```
117
Properties=species:S:1:pos:R:3:mulliken_charge:R:1
Ti -1.17357 -1.38494 -0.04844 1.19
I -1.36322 -6.85866 5.38520 0.06
C -1.51579 -5.62703 3.70630 -0.83
C -2.32473 -6.00191 2.64409 -0.06
C -2.37452 -5.18377 1.53464 -0.07
I -3.55118 -5.73181 -0.10078 -0.02
C -1.64828 -3.97575 1.41829 0.07
O -1.75223 -3.27860 0.32304 0.33
C -0.83451 -3.62050 2.52775 0.55
C 0.01057 -2.35649 2.59860 -1.89
N 0.57881 -1.88812 1.32691 0.26
C 1.78879 -2.63760 0.92388 -0.92
C 1.51614 -4.11822 0.79627 0.41
C 1.89687 -4.97431 1.82306 -0.90
C 1.49757 -6.29956 1.78850 -0.47
C 0.72915 -6.72779 0.72097 -1.30
C 0.44338 -5.82062 -0.28801 -0.08
N 0.84285 -4.54870 -0.27477 0.02
C -0.78563 -4.45506 3.63923 -0.58
H -2.89802 -6.91783 2.67583 0.46
H 0.80753 -2.53211 3.33306 0.61
H -0.57512 -1.52040 2.99299 0.71
H 0.87155 -0.91603 1.46734 -0.77
H 2.56607 -2.49690 1.68351 0.56
H 2.15351 -2.22071 -0.01511 0.38
H 2.46109 -4.58854 2.66258 0.45
H 1.75905 -6.97542 2.59245 0.44
H 0.35866 -7.74180 0.65956 0.42
H -0.14893 -6.13709 -1.14305 0.80
H -0.13922 -4.18315 4.46600 0.50
C -2.64239 1.36914 0.69030 0.24
C -2.71109 0.47647 1.91754 -1.56
N -2.79791 -0.94313 1.55874 0.12
C -4.07811 -1.41722 1.00885 -0.50
C -4.28993 -1.05815 -0.46135 -1.00
N -3.09392 -1.28836 -1.29714 0.00
C -2.88755 -0.25557 -2.32205 -1.33
C -2.22137 1.01821 -1.73008 -0.31
N -1.74368 0.81842 -0.35331 1.87
H -3.63411 1.50619 0.25869 0.50
H -2.28334 2.34678 1.00683 -0.57
H -1.78763 0.60931 2.48486 0.27
H -3.55211 0.79410 2.54771 0.44
H -2.60953 -1.49999 2.38471 0.35
H -4.07530 -2.50327 1.10534 0.11
H -4.92878 -1.02919 1.58392 0.58
H -5.13882 -1.64022 -0.83136 0.54
H -4.57402 -0.01235 -0.56313 0.28
H -3.16343 -2.20127 -1.73275 0.34
H -2.23696 -0.68428 -3.08424 0.38
H -3.82949 0.00996 -2.81483 0.47
H -1.36658 1.28696 -2.35173 -0.29
H -2.91043 1.86572 -1.77625 0.94
H -0.83448 1.26872 -0.21411 -1.29
C 1.77947 4.37426 3.55018 -1.18
C 2.78999 4.48255 2.41305 1.64
C 3.40593 5.87573 2.38573 -1.66
C 3.87925 3.42497 2.55433 -1.57
O 2.14688 4.32129 1.14411 0.23
Si 0.92653 3.32561 0.65532 -1.09
S 1.02583 1.40176 1.36343 -1.03
O 0.95500 3.43184 -0.99931 0.59
C 2.04062 3.55370 -1.92304 1.89
C 2.49687 5.00917 -1.99761 -1.70
C 3.20038 2.65467 -1.51117 -0.93
C 1.47769 3.11727 -3.27036 -1.78
O -0.54399 3.97298 1.06604 0.58
C -1.16566 5.20431 0.68482 1.86
C -2.24540 5.45870 1.73075 -1.71
C -0.16687 6.35537 0.68295 -1.43
C -1.79718 5.05218 -0.69867 -1.38
H 2.26976 4.56922 4.50608 0.58
H 1.33977 3.37678 3.57858 0.09
H 0.97722 5.10358 3.41644 0.16
H 3.96726 6.06684 3.30208 0.43
H 2.62770 6.63441 2.28757 0.29
H 4.08449 5.96629 1.53591 0.30
H 4.40209 3.54244 3.50588 0.51
H 4.60688 3.52873 1.74651 0.30
H 3.44187 2.42788 2.50696 0.16
H 2.84934 5.34393 -1.02335 0.08
H 1.66765 5.64571 -2.31192 0.28
H 3.30470 5.11594 -2.72488 0.55
H 3.61567 2.98385 -0.55853 -0.19
H 3.98938 2.68691 -2.26522 0.61
H 2.86707 1.62037 -1.38842 0.03
H 0.64837 3.76793 -3.55261 0.35
H 1.10146 2.09054 -3.21115 0.20
H 2.24032 3.16832 -4.04935 0.39
H -1.79590 5.51702 2.72287 0.36
H -2.97168 4.64344 1.73128 0.29
H -2.77202 6.39283 1.52664 0.40
H 0.28955 6.46746 1.66798 0.18
H -0.67767 7.28610 0.42788 0.60
H 0.62754 6.18360 -0.04079 0.15
H -2.51429 4.22971 -0.69637 0.25
H -1.03025 4.84183 -1.44321 0.02
H -2.32817 5.96507 -0.97682 0.53
O -0.32910 -6.74203 -3.71813 -0.46
C 0.91313 -6.23810 -4.19510 -0.66
N 1.06600 -4.90999 -3.69566 -0.06
C 0.90339 -3.80489 -4.47586 0.15
O 0.81997 -3.82084 -5.68697 -0.66
C 0.88396 -2.53894 -3.67644 0.50
C 1.69697 -1.46663 -4.02675 -1.13
C 1.72273 -0.36579 -3.18503 -0.58
C 0.92746 -0.35962 -2.05632 -0.13
N 0.08966 -1.37338 -1.74313 1.18
C 0.09153 -2.45090 -2.54836 -1.58
H -0.51978 -7.57466 -4.16189 0.27
H 0.93498 -6.18037 -5.28334 0.50
H 1.73595 -6.86347 -3.83747 0.35
H 1.14010 -4.77044 -2.69728 0.11
H 2.30524 -1.51668 -4.91985 0.53
H 2.36852 0.48027 -3.38423 0.51
H 0.95629 0.46868 -1.35141 -0.02
H -0.54614 -3.27282 -2.24243 1.08
```